Version one
Entry from the Open Molecules 2025 dataset: C3H9N3 in the gas phase (ωB97M-V with the def2-TZVPD basis set).

Cartesian coordinates (Å):
C -0.09743 0.68231 0.51458
C -0.57336 -0.62813 0.38083
C 0.78633 -0.10205 -0.33861
H -1.37090 2.14182 0.21843
H 0.09646 2.33356 -0.60706
H 0.28521 1.02634 1.45458
H -0.35431 -1.17172 1.28197
H -2.50206 -0.66578 0.01098
H -1.71348 -2.20437 -0.21453
H 0.64129 -0.15217 -1.43301
H 2.30381 -1.34747 -0.53285
H 2.71566 0.15643 -0.29370
N -0.64258 1.69483 -0.27055
N -1.67389 -1.19664 -0.28415
N 2.09927 -0.56694 0.11306

The structure (SMILES) is N[C@H]1[C@H](N)[C@H]1N. For the HOMO energy, the calculation gives -7.96 eV. The value obtained for the orbital gap is 9.017 eV.

Version two
Entry from the Open Molecules 2025 dataset: 2 unconnected molecules or ions with the total composition C3H9N3 (ωB97M-V with the def2-TZVPD basis set).

Cartesian coordinates (Å):
C 0.21659 0.04508 1.31620
C 0.29029 -0.25782 -0.29866
C 1.69632 -0.66949 -0.73705
N 0.21054 1.43494 0.84018
N -0.14955 1.15795 -0.39515
N -2.36259 -0.15875 -0.59307
H -0.69927 -0.28962 1.78517
H 0.98970 -0.28519 1.98772
H -0.52808 -0.95447 -0.57935
H 2.19751 -0.82782 0.19496
H 2.24358 0.06110 -1.32032
H 1.53537 -1.53955 -1.34387
H -0.07233 2.25368 1.20241
H -2.32799 -0.25684 -1.56940
H -3.24011 0.28682 -0.48978

For the HOMO energy (spin up / spin down), the calculation gives -7.01 / -9.58 eV. The value obtained for the orbital gap (spin up / spin down) is 6.852 / 10.798 eV.

The relative energies come out as version one 0.0; version two 80.7, with values in kcal/mol.

Version one
Entry from the Open Molecules 2025 dataset: 2 unconnected molecules or ions with the total composition C3H9N3 (ωB97M-V with the def2-TZVPD basis set).

Cartesian coordinates (Å):
C 1.48833 -0.59236 0.50137
C 0.84511 0.51283 0.33533
C 0.60745 1.67793 1.28696
N -1.96743 0.19740 -0.53943
N -1.68303 -0.36951 -1.58615
N -1.48109 -1.66165 -1.73611
H 1.86740 -1.06289 -0.41865
H 1.93085 -1.08965 1.38044
H 0.91760 0.97518 -0.70448
H -0.12006 1.50277 2.02706
H 0.28263 2.56147 0.68727
H 1.45778 1.88774 1.91402
H -1.93087 -0.34404 0.36521
H -1.36787 -2.25018 -0.97619
H -0.84680 -1.94504 -2.53664

The structure (SMILES) is [H]/N=N\N.C=CC. For the HOMO energy, the calculation gives -9.18 eV. The value obtained for the orbital gap is 10.162 eV.

Version two
Entry from the Open Molecules 2025 dataset: C3H9N3 in the gas phase (ωB97M-V with the def2-TZVPD basis set).

Cartesian coordinates (Å):
C 0.78524 -0.99273 -0.72166
C -0.16118 -0.43927 0.40960
C -1.61686 -0.72057 0.27292
N 0.49750 0.33029 -1.30625
N -0.00540 0.94987 -0.17007
N 1.08472 1.67648 0.86864
H 1.83270 -1.29690 -0.20529
H 0.44133 -1.70013 -1.46378
H 0.11416 -0.49865 1.50092
H -1.83905 -1.47068 -0.53920
H -2.10864 0.13512 0.09093
H -2.09942 -1.21366 1.18165
H 1.27658 0.73368 -1.86974
H 0.33687 2.01155 1.50176
H 1.46144 2.49560 0.44954

The structure (SMILES) is C[C@H]1CNN1N. For the HOMO energy, the calculation gives -7.97 eV. The value obtained for the orbital gap is 9.209 eV.

The relative energies come out as version one 0.0; version two 17.2, with values in kcal/mol.

Version one
Entry from the Open Molecules 2025 dataset: C3H5N3 in the gas phase (ωB97M-V with the def2-TZVPD basis set).

Cartesian coordinates (Å):
C 0.40905 -0.55393 -0.75882
C -0.20498 1.35173 0.57924
C -0.77998 0.29076 1.08176
H 0.62147 -2.19455 -1.57561
H 1.33992 1.46526 -0.89324
H -0.24005 2.39497 0.86706
H -1.65928 0.25329 1.68531
H -0.62796 -1.78171 0.81343
N 0.88461 -1.20248 -1.71444
N 0.72324 0.77797 -0.38101
N -0.46604 -0.80130 0.29632

The structure (SMILES) is N=c1[nH]cc[nH]1. For the HOMO energy, the calculation gives -7.75 eV. The value obtained for the orbital gap is 8.605 eV.

Version two
Entry from the Open Molecules 2025 dataset: C3H5N3 in the gas phase (ωB97M-V with the def2-TZVPD basis set).

Cartesian coordinates (Å):
N 1.42708 -1.07887 -1.13306
C 0.47509 -0.38711 -0.37621
N 0.56046 1.05249 -0.58183
N -0.20344 1.73028 0.11684
C -1.28374 -0.28867 1.35937
C -0.41387 -0.77622 0.50807
H 1.24167 -2.07155 -1.18234
H 1.53835 -0.67989 -2.05733
H -0.04873 2.71472 -0.11998
H -2.32043 -0.10892 1.07855
H -0.98672 -0.00325 2.36759

The structure (SMILES) is [H]/N=N/C(N)=C=C. For the HOMO energy, the calculation gives -8.31 eV. The value obtained for the orbital gap is 8.793 eV.

The relative energies come out as version one 0.0; version two 54.6, with values in kcal/mol.

Version one
Entry from the Open Molecules 2025 dataset: C3H5N3 in the gas phase (ωB97M-V with the def2-TZVPD basis set).

Cartesian coordinates (Å):
N 1.78854 0.48983 -0.26954
C 0.52167 -0.03053 0.10368
C -0.47976 -0.02418 -0.85199
N -1.68949 -0.13772 -0.25462
N -1.58504 -0.48071 1.03506
C -0.18354 -0.55843 1.22955
H 2.50636 0.66033 0.42284
H 1.67738 1.33086 -0.83542
H -0.37497 -0.39016 -1.85721
H -2.45931 0.36022 -0.70680
H 0.27817 -1.21951 1.98445

The structure (SMILES) is Nc1cn[nH]c1. For the HOMO energy, the calculation gives -8.22 eV. The value obtained for the orbital gap is 9.275 eV.

Version two
Entry from the Open Molecules 2025 dataset: C3H5N3 in the gas phase (ωB97M-V with the def2-TZVPD basis set).

Cartesian coordinates (Å):
N -2.42304 0.12023 0.57308
C -0.24718 0.01753 -0.51280
N 0.70251 -0.62491 -0.98601
N 1.90899 -0.55474 -0.23630
C 2.31248 0.53684 0.32601
C -1.30061 0.68043 -0.10521
H -3.14716 -0.04438 -0.12000
H -2.21065 -0.76745 1.01428
H 2.42798 -1.42430 -0.35477
H 3.32173 0.31252 0.72395
H -1.34507 1.74824 -0.32223

For the HOMO energy, the calculation gives -8.78 eV. The value obtained for the orbital gap is 9.472 eV.

The relative energies come out as version one 0.0; version two 58.6, with values in kcal/mol.

Version one
Entry from the Open Molecules 2025 dataset: C3H5N3 in the gas phase (ωB97M-V with the def2-TZVPD basis set).

Cartesian coordinates (Å):
N -1.71901 -0.39045 -0.47657
C -0.39052 -0.18589 0.01099
C 0.76917 -1.02045 -0.40080
N 1.75236 -0.15495 -0.16856
N 1.44018 1.16829 0.16065
C 0.15730 1.18089 0.22235
H -2.41816 -0.21757 0.23876
H -1.80872 -1.34805 -0.79664
H -0.13890 -0.75366 0.97114
H 2.73489 -0.37824 -0.19850
H -0.37859 2.10007 0.43717

For the HOMO energy, the calculation gives -9.12 eV. The value obtained for the orbital gap is 9.948 eV.

Version two
Entry from the Open Molecules 2025 dataset: a molecular structure, C3H5N3 (ωB97M-V with the def2-TZVPD basis set).

Cartesian coordinates (Å):
C -1.18920 -0.41912 -0.22560
N 0.02033 0.60235 0.81378
C 0.79565 1.28740 -0.05584
N 1.67421 0.51924 -0.70090
N 1.49974 -0.73691 -0.29296
C 0.49334 -0.69628 0.59426
H -0.84290 -0.35331 -1.25532
H -1.95165 0.31478 0.01712
H -1.53803 -1.41715 0.03908
H 0.71220 2.35445 -0.21308
H 0.29512 -1.50086 1.29072

For the HOMO energy, the calculation gives -9.82 eV. The value obtained for the orbital gap is 9.933 eV.

The relative energies come out as version one 0.0; version two 8.1, with values in kcal/mol.

Version one
Entry from the Open Molecules 2025 dataset: C3H5N3 in the gas phase (ωB97M-V with the def2-TZVPD basis set).

Cartesian coordinates (Å):
C 1.66476 -0.29064 -0.00008
N -0.59940 0.80426 0.00012
C 0.18521 -0.31976 0.00030
C -1.87444 0.31843 0.00000
N -0.57402 -1.37492 0.00020
N -1.85822 -0.97622 -0.00006
H -0.30121 1.76580 0.00044
H -2.75064 0.93271 -0.00018
H 2.03705 0.22889 0.88231
H 2.03432 -1.31100 0.00342
H 2.03658 0.22246 -0.88647

The structure (SMILES) is Cc1nnc[nH]1. For the HOMO energy, the calculation gives -9.55 eV. The value obtained for the orbital gap is 10.260 eV.

Version two
Entry from the Open Molecules 2025 dataset: C3H5N3 in the gas phase (ωB97M-V with the def2-TZVPD basis set).

Cartesian coordinates (Å):
N -1.99240 0.17093 -0.06683
C -0.60051 -0.08403 -0.09276
C 0.19052 -1.18710 -0.28400
C 1.52796 -0.59368 -0.01173
N 1.44648 0.85598 0.24272
N 0.20179 1.03644 0.21053
H -2.45831 -0.60758 0.38574
H -2.37053 0.22380 -1.00661
H 1.89851 -0.99171 0.94756
H 2.32851 -0.78784 -0.73196
H -0.17203 1.96479 0.40734

For the HOMO energy, the calculation gives -8.21 eV. The value obtained for the orbital gap is 8.083 eV.

The relative energies come out as version one 0.0; version two 82.7, with values in kcal/mol.